# 1
Below is a structure of composition C4H6O2, with properties calculated with ωB97M-V with the def2-TZVPD basis set.

The geometry in XYZ format:
```
12
C4H6O2 (ωB97M-V with the def2-TZVPD basis set)
C -0.509 1.797 -0.470
C -0.261 0.319 -0.687
O -0.466 -0.218 -1.766
C 0.224 -0.457 0.462
C 0.656 -1.806 0.269
O 0.331 -2.502 1.278
H 0.448 2.333 -0.508
H -0.955 1.984 0.512
H -1.158 2.180 -1.260
H 0.803 0.064 1.231
H -0.277 -1.420 1.515
H 1.163 -2.274 -0.576
```

As for the multiplicity: 1. Its relative energy (zero: lowest compared OMol25 entry of this formula, charge and spin) is 321.8 kJ/mol. For the total energy, the calculation gives -8337.125 eV.

Here are the Löwdin charges for atoms 1 to 2, given in e: -0.026, -0.487

=====

# 2
Below is a cluster of 2 separate species, C3H8O in total in a non-equilibrium geometry, with properties calculated with ωB97M-V with the def2-TZVPD basis set.

The geometry in XYZ format:
```
12
C3H8O (ωB97M-V with the def2-TZVPD basis set)
C 1.955 -1.049 0.596
O 2.575 -1.307 -0.497
H 2.040 0.001 0.993
H 1.760 -1.637 1.529
C -1.613 1.216 0.533
C -2.408 0.845 -0.774
H -1.819 0.570 1.514
H -0.467 1.011 0.297
H -1.776 2.286 0.948
H -3.534 0.877 -0.784
H -2.234 -0.230 -1.010
H -2.176 1.500 -1.641
```

As for the multiplicity: 1. Its relative energy (zero: lowest compared OMol25 entry of this formula, charge and spin) is 226.1 kJ/mol. As for the SMILES: C=O.CC. For the total energy, the calculation gives -5285.807 eV.

Here are the Löwdin charges for atoms 1 to 2, given in e: -0.095, -0.062

=====

# 3
Below is the ion C8H10N5OS with charge +1 in a non-equilibrium geometry, with properties calculated with ωB97M-V with the def2-TZVPD basis set.

The geometry in XYZ format:
```
25
C8H10N5OS (ωB97M-V with the def2-TZVPD basis set)
C -3.246 -0.381 0.558
C -1.985 -0.136 0.914
C -3.614 -0.518 -0.831
C -0.943 -0.037 -0.130
C 1.327 1.414 -0.001
C 2.932 -2.099 0.030
C 2.633 -0.675 -0.108
C 0.294 -0.700 0.377
N -2.663 -0.474 -1.759
N -1.420 -0.336 -1.345
N 2.074 2.509 -0.317
N 1.543 0.038 0.022
N 3.364 2.583 -0.488
O 3.695 -2.684 -0.636
S -0.419 1.824 0.277
H -4.195 -0.387 1.204
H -1.712 0.029 2.034
H -4.632 -0.513 -1.250
H 2.481 -2.524 0.903
H 3.630 -0.213 -0.302
H 0.190 -0.666 1.479
H 0.260 -1.681 -0.017
H 1.559 3.365 -0.175
H -0.843 -0.290 -2.179
H 3.667 3.525 -0.504
```

As for the multiplicity: 1. The net charge is +1. For the total energy, the calculation gives -28778.331 eV.

Here are the Löwdin charges for atoms 1 to 2, given in e: -0.052, -0.139

=====

# 4
Below is the ion C4H9NO3PS with charge -1 in a non-equilibrium geometry, with properties calculated with ωB97M-V with the def2-TZVPD basis set.

The geometry in XYZ format:
```
19
C4H9NO3PS (ωB97M-V with the def2-TZVPD basis set)
C -0.291 1.237 -0.942
C -1.244 1.360 0.449
C -1.420 -1.330 1.035
C 0.520 -0.001 -0.848
N 0.421 -0.945 -1.798
O 1.943 1.329 1.021
O 1.690 -1.191 1.284
O 3.281 -0.346 -0.537
P 2.071 0.006 0.253
S -2.360 0.055 0.568
H -1.089 1.219 -1.742
H 0.326 2.194 -0.979
H -0.420 1.333 1.124
H -1.760 2.287 0.431
H -1.995 -2.133 0.767
H -1.016 -1.174 1.997
H -0.507 -1.383 -2.158
H 0.876 -0.770 1.585
H 0.974 -1.747 -1.510
```

As for the multiplicity: 1. Its relative energy (zero: lowest compared OMol25 entry of this formula, charge and spin) is 456.2 kJ/mol. The net charge is -1. For the total energy, the calculation gives -32051.390 eV.

Here are the Löwdin charges for atoms 1 to 2, given in e: -0.208, -0.532